{"formula": "C39H38As2F6N3O5ReS3", "method": "ωB97M-V/def2-TZVPD", "homo_energy_ev": [-15.956, -15.956], "relative_energy_kcal_mol": 78.2, "e_tot_ev": -228352.328, "total_charge": 3, "homo_lumo_gap_ev": [5.456, 4.868], "spin_multiplicity": 4, "elements": ["Re", "F", "C", "F", "F", "S", "O", "O", "N", "S", "O", "O", "C", "F", "F", "F", "C", "C", "As", "C", "C", "C", "C", "C", "C", "C", "C", "C", "C", "C", "C", "As", "C", "C", "C", "C", "C", "C", "C", "C", "C", "C", "C", "C", "H", "H", "H", "H", "H", "H", "H", "H", "H", "H", "H", "H", "H", "H", "H", "H", "H", "H", "H", "H", "H", "H", "H", "H", "C", "C", "C", "N", "C", "S", "N", "C", "O", "C", "C", "C", "C", "C", "C", "H", "H", "H", "H", "H", "H", "H", "H", "H", "H", "H", "H", "H", "H"], "coordinates": [[0.52683, -2.30192, -0.09596], [-0.80386, -3.20802, 3.39724], [-1.92085, -3.03001, 2.68823], [-2.17372, -1.75062, 2.51227], [-2.98005, -3.49446, 3.30777], [-1.71011, -3.68253, 0.91681], [-1.49275, -2.47105, 0.14100], [-2.70748, -4.65856, 0.69792], [-0.02974, -4.15783, 0.86281], [0.26130, -5.78625, 0.45875], [-0.90402, -6.26486, -0.18743], [1.56190, -5.88944, -0.10733], [0.41856, -6.42643, 2.14140], [0.83002, -5.55332, 3.02867], [1.33797, -7.41952, 2.24762], [-0.79387, -6.82986, 2.52697], [1.90359, 0.65704, -1.76272], [0.70618, 0.39732, -2.71555], [0.01986, -1.34089, -2.48100], [0.80480, -2.49685, -3.77524], [0.56248, -3.89421, -3.61852], [1.23887, -4.73743, -4.49159], [2.19855, -4.26179, -5.37131], [2.37423, -2.88228, -5.55285], [1.64455, -1.99133, -4.71127], [-1.86734, -1.27163, -2.97234], [-2.40411, 0.00802, -3.26359], [-3.76057, 0.09980, -3.60681], [-4.55758, -1.03157, -3.70878], [-4.00338, -2.29146, -3.45412], [-2.68839, -2.37716, -3.06728], [1.47277, -0.07755, 0.07491], [2.08299, 1.28919, 1.38995], [3.41799, 1.78189, 1.29967], [3.70548, 2.82093, 2.12047], [2.86962, 3.19285, 3.14592], [1.67043, 2.52511, 3.32571], [1.22318, 1.55624, 2.42704], [2.81021, -1.51523, 0.25274], [2.56679, -2.36862, 1.39206], [3.49969, -3.46061, 1.58855], [4.60284, -3.63609, 0.80023], [4.72025, -2.88305, -0.36246], [3.79316, -1.91657, -0.61891], [2.17290, 1.68066, -1.52272], [2.80376, 0.10093, -1.97509], [-0.07629, 1.17242, -2.64152], [1.11090, 0.68548, -3.71920], [-0.09872, -4.28242, -2.81950], [1.11552, -5.82411, -4.27253], [2.73016, -5.05279, -5.91489], [3.08766, -2.53027, -6.30831], [1.81239, -0.91925, -4.84193], [-1.80593, 0.94562, -3.02532], [-4.21521, 1.01266, -3.84130], [-5.64948, -0.98857, -4.00753], [-4.65813, -3.18724, -3.48208], [-2.29638, -3.40395, -2.85051], [4.12694, 1.45425, 0.52889], [4.67235, 3.32967, 1.96831], [3.16961, 3.94397, 3.77836], [1.04650, 2.70772, 4.19129], [0.29988, 1.01215, 2.58685], [1.82995, -2.09381, 2.08427], [3.35676, -4.15693, 2.45076], [5.38917, -4.35945, 1.02757], [5.61962, -3.06535, -0.99037], [3.85634, -1.40360, -1.55942], [-1.63652, 4.39795, 4.29436], [-1.80026, 2.92636, 4.16442], [-2.29920, 2.40548, 2.90854], [-1.42936, 2.84272, 1.74204], [-1.04577, 2.25192, 0.65014], [-1.11732, 0.57458, 0.28182], [-0.33952, 3.00011, -0.26606], [-0.06770, 4.41806, -0.43139], [1.00848, 4.67676, -0.92804], [-1.18677, 5.32810, 0.05768], [-0.84657, 6.43223, 0.86213], [-1.91028, 7.19443, 1.41651], [-3.26303, 6.91693, 1.08333], [-3.54801, 5.82597, 0.29726], [-2.51906, 5.04951, -0.18961], [-1.49088, 4.77591, 5.27701], [-2.47374, 5.01276, 3.90560], [-0.73905, 4.68944, 3.81747], [-2.43714, 2.51218, 4.91228], [-0.92928, 2.38593, 4.44757], [-3.30787, 2.74850, 2.76967], [-2.37140, 1.34968, 2.87804], [-1.14950, 3.81479, 1.72757], [0.42358, 2.54212, -0.74735], [0.19592, 6.70025, 0.99085], [-1.65522, 7.97741, 2.07019], [-4.09767, 7.59509, 1.34246], [-4.59528, 5.60724, -0.02200], [-2.79915, 4.30035, -0.97632]], "atomic_forces_ev_per_a": [[0.50, -1.16, -0.25], [-0.68, 0.02, -0.58], [-0.68, 0.48, 0.91], [0.65, 1.09, -0.12], [0.66, -1.09, -0.41], [1.85, -4.15, 2.73], [-0.70, 2.23, -1.92], [0.09, 1.10, -0.46], [-2.06, 0.70, -0.60], [0.66, 0.48, -0.71], [0.31, -0.33, 0.11], [-0.11, 0.64, -0.02], [0.45, -2.54, 2.38], [0.16, 1.58, 0.02], [-1.37, 0.48, -1.12], [0.32, -0.16, -0.37], [-1.33, -0.69, 1.58], [1.83, 2.72, -0.57], [-1.50, -0.73, -0.78], [-0.76, -1.42, 1.64], [0.36, 1.01, -0.29], [-0.42, -1.17, 1.94], [-0.20, 0.04, -0.60], [-0.31, -0.35, 0.46], [1.87, -0.06, -1.92], [-0.14, 1.79, 0.11], [0.31, 0.36, 1.15], [0.76, -1.04, -0.06], [-0.93, -0.77, -0.40], [-1.26, 0.13, 0.12], [1.02, -2.24, 0.34], [1.12, 1.94, -0.28], [0.54, -1.78, -0.61], [-1.84, -0.90, -1.47], [2.04, 0.86, -0.04], [-1.24, -1.47, -0.93], [-0.51, -0.05, 0.54], [0.86, 0.50, 0.47], [-1.27, -1.34, 1.53], [2.66, -0.97, -2.17], [-1.87, 0.06, 1.98], [0.41, -0.12, -0.41], [1.47, -0.61, 0.11], [0.43, 0.74, -1.92], [-0.07, 0.32, -0.54], [0.13, 0.01, -0.59], [0.30, -0.60, 0.66], [-0.47, -1.07, 0.37], [0.39, 0.17, -0.65], [0.16, 0.89, -0.71], [0.07, 0.81, -0.07], [-0.42, 0.04, 0.44], [-0.10, -0.40, 0.08], [-1.11, -1.34, -0.76], [-0.31, 1.42, -0.14], [1.54, 0.23, 0.43], [0.72, 0.66, -0.09], [-0.26, 1.01, -0.19], [-0.41, 0.11, 0.30], [-0.56, -0.26, 0.31], [0.51, 1.63, 1.51], [0.19, 0.28, 0.02], [0.07, 0.17, -0.11], [-0.86, 0.20, 1.53], [0.02, 0.83, -0.72], [-0.51, 0.05, 0.11], [-1.02, 0.31, 0.17], [0.30, 0.22, -0.34], [-0.86, 1.02, -0.48], [0.29, -0.42, 1.80], [-0.02, 0.34, -2.53], [-0.99, -0.05, 0.47], [0.98, 0.42, -0.41], [-0.38, -0.11, 0.29], [0.28, 0.51, -0.34], [-0.22, 0.28, 0.24], [-1.37, 0.02, 0.61], [1.44, 0.26, 0.22], [-1.46, 0.07, 0.05], [-0.05, -1.43, -1.28], [0.68, 0.94, 0.56], [-1.02, -0.24, -0.63], [-0.61, -1.31, -1.78], [-0.04, -0.23, 1.18], [0.32, -0.56, -0.11], [0.99, 0.61, -0.98], [-1.14, 0.04, 0.65], [1.34, -0.14, 0.04], [-0.47, 0.49, -0.63], [0.25, -1.19, -0.02], [-0.32, 0.38, 0.50], [-0.39, -0.43, -0.01], [-0.11, 0.00, 0.26], [0.11, 1.07, 0.55], [0.80, -0.44, 0.27], [1.05, 0.25, 0.35], [0.44, 0.37, 1.05]]}